{"formula": "C32H28CdN3OP", "method": "wB97M-V/def2-TZVPD", "elements": ["H", "C", "H", "H", "H", "H", "C", "C", "H", "C", "C", "H", "C", "H", "H", "C", "H", "H", "C", "H", "H", "H", "C", "H", "C", "C", "C", "H", "C", "C", "N", "H", "C", "H", "C", "N", "C", "H", "P", "H", "H", "O", "C", "H", "C", "C", "H", "C", "H", "H", "C", "H", "C", "C", "N", "Cd", "H", "C", "C", "C", "C", "H", "C", "C", "C", "C"], "xyz": [[-2.2858, 0.6956, 4.2641], [2.9985, 0.6537, 2.6683], [0.1825, 4.5808, 0.6781], [-1.1567, 1.8119, 6.1416], [-5.7572, -1.4512, 1.1941], [-3.2275, 1.6156, -0.3915], [2.3774, -3.0748, 2.0981], [-4.8142, -1.1494, 0.7552], [4.4540, -2.6904, 2.4700], [-0.7068, 1.8719, -1.1567], [-0.5101, 0.3733, 3.1338], [-1.0213, -0.1183, 2.3128], [-1.9131, -1.3914, -4.6806], [1.2685, -0.6785, -5.5403], [3.2674, -2.6335, -1.6480], [0.8698, 0.5714, 3.1375], [-0.6948, 5.7278, -1.3282], [0.3831, -3.5062, 1.4242], [-0.7046, -0.5061, -2.7743], [5.0115, -2.3594, 0.0836], [-1.5945, 1.9489, -3.1198], [-0.8194, -1.5484, -6.5174], [-4.5954, 0.1811, 0.4326], [3.8300, 0.8055, -2.2790], [1.7791, 0.0530, -3.1228], [-1.2131, 0.8313, 4.2275], [-1.2030, 2.5208, -2.2863], [1.2932, 2.1551, 6.1425], [1.3848, -3.2169, 1.1312], [-0.7905, -1.2649, -5.4734], [1.9979, 0.2786, -1.8954], [-5.3659, 0.9179, 0.6197], [-1.1968, 3.9070, -2.3452], [2.5716, 0.1672, -3.8647], [3.6788, -2.7749, 1.7179], [1.8475, 0.2305, 2.1890], [3.0143, -2.7356, -0.6011], [-2.7634, -1.1011, -2.7406], [-0.7831, 0.0719, -1.0471], [0.9639, -3.2792, -0.9900], [3.9533, 0.5535, 2.1761], [3.2673, 0.6678, -1.4969], [-2.6219, -1.7124, -0.0456], [-1.8537, -2.4560, -0.2401], [0.4542, -0.4017, -3.5839], [1.4976, 1.2001, 4.2044], [-1.5840, 4.4109, -3.2220], [1.7058, -3.0700, -0.2299], [-2.8366, -1.7751, -5.0966], [2.1318, -3.2131, 3.1433], [-0.6975, 4.6460, -1.2803], [0.1712, 2.1243, 0.7991], [-0.2059, 2.6169, -0.0914], [0.3841, -0.7730, -4.9201], [2.8492, 1.2271, 3.8673], [1.1955, -0.6427, 0.3190], [3.5967, 1.6115, 4.4232], [-0.5667, 1.4686, 5.3022], [-3.3899, 0.5754, -0.1378], [0.7976, 1.6656, 5.3134], [-1.8674, -1.0125, -3.3411], [-4.0014, -3.1405, 0.7629], [-3.8274, -2.1013, 0.5137], [3.9944, -2.5894, 0.3746], [-0.2027, 4.0021, -0.1521], [-2.4000, -0.3729, -0.3809]], "atomic_forces_ev_per_a": [[0.0, 0.0, 0.0], [-0.1, -0.1, 0.0], [0.0, 0.0, 0.0], [0.0, 0.0, 0.0], [0.0, 0.0, 0.0], [0.0, 0.0, 0.0], [0.0, 0.0, 0.0], [0.0, 0.0, 0.0], [0.0, 0.0, 0.0], [0.0, 0.0, -0.1], [0.0, 0.0, 0.0], [0.0, 0.0, 0.0], [-0.1, 0.0, 0.0], [0.0, 0.0, 0.0], [0.0, 0.0, 0.0], [0.2, -0.1, -0.2], [0.0, 0.0, 0.0], [0.0, 0.0, 0.0], [0.1, -0.1, 0.0], [0.0, 0.0, 0.0], [0.0, 0.0, 0.0], [0.0, 0.0, 0.0], [0.0, 0.0, 0.0], [0.0, 0.0, 0.0], [-0.5, -0.1, 0.1], [0.0, 0.0, 0.0], [0.0, 0.1, 0.0], [0.0, 0.0, 0.0], [0.1, -0.1, 0.0], [0.0, 0.0, -0.1], [0.6, -0.1, 0.5], [0.0, 0.0, 0.0], [0.0, 0.0, 0.0], [0.0, 0.1, 0.0], [0.0, 0.0, 0.0], [-0.2, 0.1, -0.2], [0.0, 0.1, 0.1], [0.0, 0.0, 0.0], [-0.1, 0.1, 0.1], [-0.1, 0.0, 0.0], [0.0, 0.0, 0.0], [0.0, 0.0, -0.2], [0.0, 0.0, 0.0], [0.0, 0.0, 0.0], [0.2, 0.0, 0.1], [0.2, 0.1, 0.0], [0.0, 0.0, 0.0], [0.0, 0.1, 0.1], [0.0, 0.0, 0.0], [0.0, 0.0, 0.0], [0.0, 0.0, 0.0], [0.0, 0.0, 0.0], [0.0, 0.0, 0.0], [0.0, 0.0, -0.1], [-0.1, 0.1, 0.1], [-0.1, 0.1, -0.4], [0.0, 0.0, 0.0], [0.0, 0.0, 0.0], [0.0, 0.0, 0.0], [0.0, 0.0, 0.1], [0.0, 0.0, 0.0], [0.0, 0.0, 0.0], [0.0, 0.0, 0.0], [0.0, 0.0, 0.1], [0.0, 0.0, 0.0], [0.0, -0.1, 0.0]], "multiplicity": 1, "homo_lumo_gap_ev": 8.7, "total_charge": 2}


{"formula": "C29H46BrCoN3P2S", "method": "wB97M-V/def2-TZVPD", "elements": ["H", "H", "C", "C", "H", "S", "H", "C", "H", "H", "H", "C", "H", "C", "H", "C", "H", "H", "C", "C", "C", "H", "C", "H", "H", "C", "H", "H", "P", "C", "H", "C", "H", "C", "H", "H", "H", "C", "C", "H", "H", "C", "H", "H", "C", "H", "H", "H", "H", "N", "N", "Co", "H", "C", "C", "C", "H", "H", "C", "Br", "C", "H", "H", "H", "H", "H", "H", "P", "H", "H", "N", "H", "C", "H", "C", "H", "H", "C", "C", "H", "H", "C", "C"], "xyz": [[0.2785, -3.7145, 2.4392], [7.3223, 1.3309, 3.8349], [-0.1730, -1.8947, 3.4986], [1.4085, -2.0262, 1.6524], [0.3640, 2.9177, -4.3822], [0.5481, 3.0778, 0.6661], [2.0240, -1.7301, -3.0454], [-0.5300, 1.7106, -2.7856], [-1.7344, -3.5825, -0.0724], [-5.2710, -0.4324, -1.4919], [5.0739, 2.1881, 3.1550], [6.7987, 0.9066, 2.9623], [-3.7240, -5.0676, -0.7189], [-3.2877, -0.4840, -0.6330], [-5.1538, 0.4002, 0.0694], [1.0059, 0.1125, 2.7590], [-0.5704, -0.9720, -3.0772], [1.9819, -2.6323, 0.9491], [5.5398, 1.3962, 2.5644], [-4.6292, 0.2050, -0.8737], [0.1009, -0.5141, 3.6204], [2.2454, 3.0302, -2.7485], [6.8401, -0.6612, 1.2760], [-2.7210, -0.5766, -1.5704], [7.3760, -1.4668, 0.7754], [2.5408, 0.0592, 0.7004], [5.1212, -0.7901, -0.0380], [-4.2376, 3.9511, 0.6215], [0.7639, 0.6361, -2.0514], [-0.3075, 2.0622, -4.2527], [-0.4024, 0.0421, 4.4179], [2.3580, 0.8378, -2.9164], [-2.6921, 5.5503, -0.3826], [-3.1577, 2.3970, 1.7704], [-2.3490, -5.2188, -1.8124], [-2.6554, 0.0393, 0.0983], [1.2257, 1.1917, 2.8918], [-3.3467, 3.4094, 0.8891], [1.6319, -0.6305, 1.7417], [3.1904, 2.1292, 1.2837], [-3.3366, -1.2570, 2.1503], [0.4922, -2.6415, 2.5177], [-0.6273, 2.6103, -2.1560], [-1.8060, 4.5562, -1.5623], [4.8554, 0.7675, 1.4729], [3.0453, 0.0344, -2.6125], [-3.7558, -4.2569, -2.3003], [-3.4575, -4.3381, 2.2613], [0.0953, 1.2185, -4.8251], [-1.8096, 2.0725, 1.7250], [7.4219, -0.0909, 2.3355], [1.2981, 1.2372, -0.1209], [-1.9152, -2.7116, -1.6165], [-3.1272, -2.2462, 1.7236], [-1.1501, 2.8781, 0.8453], [2.9546, 2.2089, -2.5711], [2.8883, -0.6631, -0.0498], [-1.3759, 1.3485, 2.2824], [-2.4480, -3.2906, -0.8514], [-1.4501, -2.5896, 4.6839], [1.1924, -2.0931, -2.4286], [-4.9038, -3.2979, 2.4459], [3.3004, 2.2807, -1.5253], [-3.5738, -3.1948, 3.5885], [0.7488, -2.9464, -2.9561], [2.1301, 0.7221, -3.9850], [-0.9224, 5.3374, -0.2270], [-3.6534, -2.1765, -0.0323], [-1.4585, 1.1339, -2.6511], [-2.0437, -2.3953, 1.6807], [-2.1052, 3.7127, 0.3464], [-3.8401, 1.9143, 2.4602], [3.4849, 1.0906, 1.1027], [-0.4800, -1.2355, -1.3091], [-1.8600, 4.8553, -0.5113], [1.5971, -2.4492, -1.4709], [-1.2693, 2.3391, -4.6940], [-3.1170, -4.5274, -1.4538], [5.5680, -0.2726, 0.8150], [3.8225, 2.4017, -3.2138], [-4.5062, 1.1452, -1.4127], [0.1150, -1.0374, -2.2171], [-3.8148, -3.3405, 2.5323]], "atomic_forces_ev_per_a": [[0.2, 0.5, 0.0], [-0.4, -0.1, -0.4], [0.6, 1.3, -0.4], [-0.4, 0.6, 0.5], [0.0, -0.2, 0.1], [-0.8, 1.4, 0.0], [-0.3, -0.2, 0.1], [0.1, 0.1, 0.3], [0.2, -0.1, -0.2], [0.1, 0.1, 0.2], [0.3, -0.3, -0.2], [0.8, 0.8, 1.3], [0.1, 0.2, -0.1], [0.4, 0.0, 0.1], [0.1, -0.1, -0.2], [-0.2, 0.0, 0.1], [0.1, -0.4, 0.2], [-0.3, 0.2, 0.1], [0.4, -0.8, -0.6], [0.0, 0.3, -0.2], [0.0, -0.4, 0.0], [0.1, -0.2, 0.1], [0.4, -1.1, -0.7], [-0.1, 0.1, 0.2], [0.0, 0.2, 0.0], [0.0, -1.9, -0.2], [0.5, 0.1, 0.3], [0.1, 0.0, 0.0], [0.4, -0.4, 0.1], [-0.2, 0.1, -0.3], [0.3, -0.1, -0.3], [-0.5, 0.0, -0.5], [0.2, -0.1, 0.0], [0.1, 0.0, -0.1], [-0.1, 0.0, -0.1], [0.0, 0.2, -0.2], [-0.2, -0.8, -0.1], [0.5, -0.4, 0.4], [0.4, 0.3, -0.7], [-0.2, -0.4, 0.6], [0.1, -0.1, 0.1], [-0.1, -0.2, 0.1], [0.1, -0.3, -0.3], [0.0, 0.0, 0.2], [0.5, -0.1, -0.2], [-0.3, 0.2, -0.1], [0.0, -0.1, 0.2], [-0.2, 0.1, -0.1], [-0.2, 0.2, 0.0], [-0.1, 0.5, -0.5], [-3.7, 1.2, -1.4], [-0.2, 1.1, 1.3], [0.0, -0.3, 0.1], [0.3, 0.3, -0.4], [-1.4, 0.5, 0.9], [0.1, 0.3, -0.4], [0.6, -0.2, 0.8], [0.1, 0.1, -0.1], [0.2, 0.1, 0.2], [0.6, -0.2, 0.2], [0.0, -0.5, -0.1], [0.1, -0.1, -0.2], [-0.2, -0.2, -0.3], [-0.3, -0.2, -0.3], [0.2, 0.1, 0.3], [0.6, 0.1, 0.1], [-0.2, -0.1, 0.0], [-1.6, -0.9, -0.2], [0.2, 0.2, 0.0], [0.0, 0.2, 0.4], [0.4, -0.7, 0.3], [0.1, 0.0, -0.3], [0.9, -0.1, 0.5], [0.2, 0.1, -0.4], [0.0, 0.3, -0.4], [-0.1, 0.1, -0.3], [0.2, 0.0, -0.1], [0.2, -0.1, -0.1], [0.6, 0.0, 1.0], [-0.1, 0.0, 0.2], [0.0, 0.2, 0.1], [-0.2, 0.1, -0.4], [-0.1, 0.1, 0.3]], "multiplicity": 4, "homo_lumo_gap_ev": [5.5, 1.8], "total_charge": 2}


{"formula": "C4H7FO", "method": "wB97M-V/def2-TZVPD", "elements": ["H", "H", "C", "C", "H", "O", "H", "C", "H", "H", "F", "H", "C"], "xyz": [[-1.9420, -0.4771, -0.1089], [1.0570, 1.1383, 1.3345], [0.4429, 0.6795, 0.5476], [0.1324, -0.7171, 0.8252], [-0.5233, -0.8239, 1.8143], [-0.2354, -0.1585, -1.4328], [0.1825, 1.6763, -1.6392], [0.6018, 0.9460, -0.8916], [1.6812, 1.0033, -1.1170], [-0.6402, 1.1548, 0.7649], [1.3478, -1.2359, 0.8128], [-1.2198, -2.2289, -0.5401], [-0.8847, -0.9569, -0.3696]], "atomic_forces_ev_per_a": [[2.3, -0.9, -0.3], [0.4, -0.1, -0.8], [-5.0, 5.4, 3.0], [-4.3, 1.0, 0.5], [2.0, -0.2, -1.6], [-0.3, -2.2, -0.1], [0.1, 0.8, 2.2], [-0.1, -1.4, -2.4], [-0.1, -1.3, -0.5], [2.1, -0.4, 0.0], [1.6, -3.3, 0.1], [1.7, 3.9, -0.2], [-0.4, -1.5, 0.2]], "multiplicity": 1, "homo_lumo_gap_ev": 10.4, "total_charge": 0, "smiles": "F[C@H]1CCOC1"}


Across the entries above, ΔE to the lowest compared entry with this formula, charge and spin takes the values 22.1 196.1 330.1 kJ/mol, respectively.
Across the entries above, DFT total energy takes the values -53996.0845 -172352.9467 -9022.8500 eV, respectively.